1.
DFT (ωB97M-V/def2-TZVPD) results for C16H18Cl5F6FeNO8PS2 as an isolated structure.

* orbital gap (spin up / spin down): 7.53 / 8.16 eV
* spin multiplicity: 2
* <S²>: 1.019

CARTESIAN COORDINATES (ANGSTROEM)
Fe: 0.1566 0.4915 0.4045
Cl: -3.4873 0.4949 1.1167
Cl: -5.3550 -0.8627 -0.9311
Cl: 0.7701 -0.9460 -1.7264
Cl: -4.1966 -2.3163 -3.4193
Cl: -1.0803 -2.3944 -3.8556
S: 0.7691 -1.6916 2.6849
S: 3.0049 -0.9024 1.2647
P: -0.6910 2.9919 0.7962
F: 3.8676 0.6246 3.2081
F: 1.0285 0.7339 3.6480
F: -0.7263 -0.3378 4.3464
F: 1.2339 -0.8512 5.1044
F: 5.2090 -0.9853 2.6534
F: 5.0069 0.7427 1.3660
O: 0.7190 2.8709 0.0077
O: -0.7023 1.6223 1.5745
O: 2.2168 0.2328 0.7610
O: 3.6291 -1.7122 0.2765
O: -0.9079 4.1993 1.5829
O: 0.2836 -2.9159 3.2042
O: -1.6693 2.6567 -0.3980
O: 0.0141 -1.1616 1.5400
N: 2.3059 -1.6992 2.4157
C: 2.3606 3.1150 1.8155
C: -1.0924 3.1012 -2.6856
C: 1.7283 5.0456 0.3345
C: -2.0569 3.4597 -1.5637
C: 1.9750 3.5480 0.4110
C: -0.9712 -0.9269 -1.6009
C: 4.3678 -0.0756 2.1940
C: -3.1473 -1.5402 -2.3073
C: -1.7727 -1.5796 -2.5185
C: -2.8045 -0.2392 -0.2750
C: -1.4356 -0.2321 -0.5130
C: -3.6565 -0.8804 -1.1822
C: 0.5536 -0.4475 4.0416
C: -2.0374 4.9454 -1.2479
C: 2.9979 3.1300 -0.6318
C: -3.4648 2.9833 -1.8811
H: 2.6594 5.5673 0.5610
H: -3.4603 1.9144 -2.1045
H: -1.0971 2.0217 -2.8546
H: -1.0292 5.2925 -1.0218
H: 1.4212 5.3278 -0.6752
H: 0.9651 5.3553 1.0501
H: 2.5346 2.0400 1.8582
H: 3.9642 3.5784 -0.3937
H: -1.4003 3.5934 -3.6095
H: -2.3990 5.4936 -2.1191
H: 1.5835 3.3884 2.5312
H: 3.2813 3.6222 2.1081
H: -0.0775 3.4171 -2.4430
H: 2.6920 3.4805 -1.6197
H: -4.1235 3.1624 -1.0300
H: 3.1142 2.0517 -0.6567
H: -3.8557 3.5174 -2.7484
H: -2.6786 5.1713 -0.3961

Results of the Mulliken charge analysis, in e, for atoms 1 through 5: number 1, Fe, carries 0.934; number 2, Cl, carries -0.113; number 3, Cl, carries -0.169; number 4, Cl, carries -0.206; number 5, Cl, carries -0.174

2.
DFT (ωB97M-V/def2-TZVPD) results for C16H18Co2NO6 as an isolated structure.

* orbital gap: 3.18 eV
* total charge: -1
* energy above the lowest of the compared OMol25 structures with the same formula, charge and spin: 367.27 kJ/mol

CARTESIAN COORDINATES (ANGSTROEM)
Co: -0.0750 0.8766 3.7298
Co: 1.4521 1.8361 1.8683
O: -2.1823 2.8816 3.3190
O: 1.7754 3.3051 4.3861
O: 0.0119 4.0639 0.6791
O: 0.1753 0.9986 6.6366
O: 4.2392 2.7722 1.7415
O: -1.6644 -1.5312 4.1435
N: 0.4472 0.0343 -1.4961
C: -0.1552 0.0793 -0.1710
C: 0.9959 0.1209 2.1878
C: 1.9532 -0.2655 -1.5540
C: 2.0253 -1.7143 -2.0283
C: -1.7406 -1.1132 -2.0833
C: -1.3640 2.0707 3.4158
C: 0.5979 -2.2639 -2.0930
C: 3.1523 2.3797 1.6956
C: 1.3874 2.5422 3.5899
C: 0.0800 0.9488 5.4862
C: 0.6846 0.5344 0.9234
C: 0.5568 3.1250 1.0828
C: -2.3528 -2.3560 -2.7310
C: -2.4020 0.1873 -2.5117
C: -0.2439 -1.0344 -2.3710
C: -1.0289 -0.5903 3.9317
H: 0.2991 -2.7139 -1.1337
H: -0.0944 -0.7118 -3.4147
H: -1.0385 0.7421 -0.2445
H: -2.3382 0.3245 -3.6001
H: -1.9234 -1.2452 -1.0056
H: 2.3979 0.4641 -2.2475
H: -3.4291 -2.4262 -2.5046
H: 1.5869 -0.7817 2.4236
H: 2.6461 -2.2943 -1.3415
H: -2.2234 -2.3482 -3.8253
H: -1.9512 1.0675 -2.0317
H: 0.2702 0.9557 -1.9106
H: -0.5295 -0.9286 0.0634
H: -3.4635 0.1755 -2.2293
H: 2.4948 -1.7591 -3.0177
H: 0.4757 -3.0245 -2.8705
H: -1.8842 -3.2684 -2.3289
H: 2.3793 -0.1156 -0.5589

Results of the Mulliken charge analysis, in e, for atoms 1 through 5: number 1, Co, carries -0.033; number 2, Co, carries -0.324; number 3, O, carries -0.411; number 4, O, carries -0.488; number 5, O, carries -0.403

3.
DFT (ωB97M-V/def2-TZVPD) results for C16H18CoN2O3PSbSe4Te as an isolated structure.

* orbital gap (spin up / spin down): 5.90 / 5.90 eV
* total charge: -1

CARTESIAN COORDINATES (ANGSTROEM)
Te: -2.6749 0.4125 0.6954
Sb: 4.6066 -1.7149 -1.4466
Se: 5.5722 0.3766 -0.7147
Se: 5.9252 -3.3813 -2.5368
Se: 2.3508 -1.2588 -2.5138
Se: 3.1563 -2.6333 0.4398
Co: 1.3390 -1.5181 -0.4511
P: -1.3095 0.1597 -1.2160
O: -2.1798 0.1845 -2.5636
O: -0.3929 -1.0374 -1.2574
O: -0.3701 1.4303 -1.4599
N: 1.6589 0.1372 0.4079
N: 0.3623 -1.9633 1.2462
C: -0.9142 2.7474 -1.6142
C: 0.4295 -0.9361 2.1138
C: 0.6189 1.3114 3.7556
C: 2.4751 2.3485 0.6763
C: 1.1360 0.2124 1.6558
C: -0.8770 -2.1087 3.7206
C: -0.1669 -0.9489 3.3728
C: -3.2349 -1.9939 -2.8200
C: -0.0488 0.2207 4.1944
C: 2.3141 1.1729 -0.0768
C: 1.2360 1.3398 2.4602
C: -3.4319 -0.4979 -2.7011
C: 1.9389 2.4400 1.9291
C: -0.3186 -3.0350 1.5829
C: -0.8240 3.1735 -3.0629
C: -0.9584 -3.1442 2.8245
H: -4.1950 -2.4829 -2.9973
H: -2.5587 -2.2306 -3.6414
H: -2.8089 -2.3936 -1.8990
H: -4.0642 -0.2516 -1.8447
H: -3.8820 -0.0805 -3.6020
H: -1.5095 -4.0444 3.0562
H: 2.7163 1.0791 -1.0724
H: -1.9430 2.7669 -1.2461
H: 0.2097 3.1362 -3.4074
H: 2.0513 3.3409 2.5202
H: 3.0446 3.1561 0.2401
H: -1.3673 -2.1699 4.6845
H: -0.5174 0.2172 5.1705
H: -0.3199 3.3987 -0.9704
H: -0.3556 -3.8357 0.8554
H: -1.4194 2.5096 -3.6883
H: -1.1943 4.1946 -3.1763
H: 0.6951 2.1944 4.3781

Results of the Mulliken charge analysis, in e, for atoms 1 through 5: number 1, Te, carries -0.417; number 2, Sb, carries 0.734; number 3, Se, carries -0.634; number 4, Se, carries -0.655; number 5, Se, carries -0.421

4.
DFT (ωB97M-V/def2-TZVPD) results for C16H18F4NPPtS as an isolated structure.

* orbital gap: 8.14 eV
* energy above the lowest of the compared OMol25 structures with the same formula, charge and spin: 7.02 kJ/mol

CARTESIAN COORDINATES (ANGSTROEM)
Pt: 0.0656 -0.8454 -0.1306
S: 0.1836 -2.4089 1.7205
P: -2.1022 -0.4647 -0.3701
F: 2.0566 -3.2087 4.2370
F: 2.1066 -4.8128 2.7904
F: 3.9341 -4.1410 3.7231
F: -1.8709 5.5393 -0.7485
N: 2.0700 -1.2631 0.4590
C: 0.2073 2.6273 -0.2591
C: -1.2756 4.3462 -0.9700
C: 2.7589 -3.7208 3.2163
C: -0.3796 3.8603 -0.0353
C: 4.4185 -1.4154 0.7142
C: 1.8640 -2.1558 1.4541
C: -0.0573 1.8826 -1.4141
C: -0.9542 2.4228 -2.3328
C: -2.7344 -0.3789 -2.0694
C: 4.2388 -2.3430 1.7346
C: -2.6678 1.1032 0.3486
C: 2.9671 -2.7219 2.1135
C: 3.2981 -0.8997 0.0988
C: 0.5546 0.5266 -1.6092
C: -1.5796 3.6469 -2.1160
C: -3.1504 -1.7148 0.4250
H: -3.7498 1.2086 0.2490
H: 1.6423 0.6096 -1.6314
H: 0.2345 0.1314 -2.5770
H: -4.2057 -1.4910 0.2611
H: -1.1731 1.8734 -3.2423
H: -2.3952 1.1331 1.4030
H: -2.1714 1.9294 -0.1590
H: -2.5134 -1.3100 -2.5899
H: -2.2810 4.0614 -2.8275
H: 3.3731 -0.1830 -0.7073
H: -2.2418 0.4431 -2.5962
H: -3.8119 -0.2116 -2.0655
H: -0.1713 4.4354 0.8570
H: 5.0932 -2.7713 2.2401
H: -2.9154 -2.6988 0.0195
H: -2.9472 -1.7303 1.4967
H: 0.8781 2.2145 0.4860
H: 5.4043 -1.1040 0.4038

Results of the Mulliken charge analysis, in e, for atoms 1 through 5: number 1, Pt, carries 0.280; number 2, S, carries -0.613; number 3, P, carries 0.963; number 4, F, carries -0.220; number 5, F, carries -0.220

5.
DFT (ωB97M-V/def2-TZVPD) results for C16H18F6N4O6OsS2Si as an isolated structure.

* orbital gap (spin up / spin down): 6.14 / 5.77 eV
* total charge: -2
* spin multiplicity: 5
* <S²>: 6.024
* energy above the lowest of the compared OMol25 structures with the same formula, charge and spin: 212.70 kJ/mol

CARTESIAN COORDINATES (ANGSTROEM)
Os: 0.0279 -0.2141 0.3511
S: 4.1627 -2.2793 0.9740
S: 3.6784 0.4670 0.0053
Si: -1.1165 1.8124 -0.0235
F: 4.6552 -3.5411 -1.3381
F: 4.6350 0.4644 -2.4639
F: 3.5670 -4.7145 0.1007
F: 2.8710 -0.7393 -2.3110
F: 2.7188 1.4173 -2.3223
F: 2.5369 -3.3173 -1.1609
O: -0.9642 -2.0648 1.3654
O: 1.7798 -1.6866 0.6860
O: 2.4014 0.8081 0.5781
O: 4.6389 1.5352 0.0940
O: 5.4619 -2.8278 1.2485
O: -0.1240 -0.6476 -1.6577
N: -1.3937 -1.9873 3.6382
N: 1.2738 -3.4324 5.0642
N: 4.3992 -0.8893 0.2668
N: 3.2345 -2.4822 2.1937
C: -0.4402 -1.6719 2.5591
C: -2.9021 3.1302 -1.9653
C: -3.5032 0.8907 -1.4580
C: -4.8883 2.1892 -2.9270
C: 0.9418 -2.3085 2.8196
C: -4.6201 0.9996 -2.2685
C: 3.4291 0.3780 -1.8663
C: 0.0595 3.2522 -0.6397
C: -4.0172 3.2554 -2.7744
C: -2.0814 2.7441 1.4137
C: 3.6434 -3.4835 -0.4483
C: -2.6176 1.9507 -1.2830
C: -0.9476 -1.6016 -2.1862
C: -0.2176 -0.1389 2.4343
C: 1.1937 -2.9171 4.0249
C: 1.9413 -2.1340 1.8633
H: -3.3056 -0.0346 -0.9356
H: -1.4231 2.9298 2.2541
H: -0.3180 4.2458 -0.4017
H: -2.4756 3.6998 1.0771
H: 0.2245 3.1882 -1.7120
H: -0.3582 -2.3103 -2.7927
H: -1.0612 0.3624 2.9188
H: 0.7204 0.1830 2.9106
H: -5.2910 0.1568 -2.3870
H: -2.2388 3.9737 -1.8503
H: -1.4574 -2.1839 -1.4006
H: -1.7182 -1.1457 -2.8424
H: -2.9151 2.1546 1.7797
H: -0.8932 -2.2833 4.4699
H: -1.9474 -2.7738 3.3124
H: -5.7706 2.2925 -3.5482
H: -4.2176 4.1950 -3.2762
H: 1.0288 3.1346 -0.1631

Results of the Mulliken charge analysis, in e, for atoms 1 through 5: number 1, Os, carries 1.866; number 2, S, carries 1.010; number 3, S, carries 1.066; number 4, Si, carries 1.145; number 5, F, carries -0.266

| no. | molecular weight (g mol⁻¹) |
| --- | --- |
| 1 | 794.53 |
| 2 | 438.19 |
| 3 | 941.44 |
| 4 | 558.44 |
| 5 | 758.78 |